[1]
Computed, not measured: the molecule C7H9N at a distorted geometry, with ωB97M-V/def2-TZVPD.

Results
Gap between HOMO and LUMO   8.845 eV
E   -326.86168 Ha
HOMO   -7.81 eV
SMILES string   CNc1ccccc1

XYZ file:
```
17
Properties=species:S:1:pos:R:3:forces:R:3
C -2.600 -0.075 -0.952 -0.379 0.127 -0.588
N -1.845 -0.087 0.287 -0.164 -0.642 -1.226
C -0.438 -0.129 0.262 -1.938 0.659 0.966
C 0.225 -0.883 -0.695 0.490 0.894 0.004
C 1.587 -0.588 -0.883 -0.839 0.270 0.101
C 2.229 0.254 0.000 0.220 0.216 -0.624
C 1.567 0.850 1.084 0.732 -0.542 -0.640
C 0.203 0.692 1.201 1.441 -0.389 -0.036
H -3.525 0.482 -0.788 -0.221 -0.480 0.182
H -2.808 -1.069 -1.347 -0.293 -0.148 0.203
H -2.195 0.464 -1.824 0.783 0.063 0.509
H -2.370 0.371 1.005 0.733 0.246 0.465
H -0.362 -1.528 -1.330 0.167 -0.019 -0.218
H 2.117 -0.825 -1.793 -0.033 -0.666 0.034
H 3.224 0.534 -0.334 0.144 0.086 0.729
H 2.191 1.425 1.751 -0.360 0.291 0.253
H -0.295 1.183 2.022 -0.482 0.035 -0.115
```
Positions in Å, forces in eV/Å.

Atomic partial charges in e from the natural (NBO) method, atoms 1 to 5: -0.42, -0.62, 0.19, -0.28, -0.18


[2]
Computed, not measured: the ion C3H5N2O2 with charge +1 at a distorted geometry, with ωB97M-V/def2-TZVPD.

Results
Gap between HOMO and LUMO   9.950 eV
E   -376.97564 Ha
Charge   +1
HOMO   -15.05 eV

XYZ file:
```
12
Properties=species:S:1:pos:R:3:forces:R:3
C 0.769 1.034 -0.232 1.628 -0.183 -0.380
C -1.634 0.620 0.019 2.024 -0.961 0.227
C -1.113 -0.843 0.431 2.002 2.113 1.798
N -0.551 1.453 -0.219 0.298 4.129 -0.067
N 1.015 -0.195 -0.183 -1.538 -2.134 0.780
O -2.781 0.879 -0.060 -0.539 -0.025 0.112
O -1.305 -1.721 -0.425 -1.073 -2.940 -0.267
H 1.619 1.750 -0.332 -1.207 0.125 -0.004
H -0.785 -1.086 1.529 -0.839 0.473 -2.064
H -0.674 2.562 -0.333 -0.190 -3.524 0.320
H 1.881 -0.766 -0.229 -0.565 1.585 0.126
H -1.208 -2.668 -0.088 -0.003 1.341 -0.579
```
Positions in Å, forces in eV/Å.

Atomic partial charges in e from the natural (NBO) method, atoms 1 to 5: 0.33, 0.63, 0.40, -0.64, -0.68